(1)
# C41H33F5MnN4OP2Se2

A molecular structure, C41H33F5MnN4OP2Se2 (ωB97M-V with the def2-TZVPD basis set, the Open Molecules 2025 dataset).

Summary:
Largest force on an atom, eV/A: 0.37
ΔE to the lowest compared entry with this formula, charge and spin, kcal per mole: 1.19
Charge: +1
Orbital gap (alpha / beta), eV: 5.622 / 6.858
Lowest unoccupied orbital energy (alpha / beta), eV: -4.1 / -2.9
Spin multiplicity: 5

Last column: Löwdin spin population.
Geometry (Å):
Mn: 0.387 -1.499 -2.453  3.9615
Se: 2.636 -1.665 3.686  0.0004
P: 1.069 -0.374 3.204  0.0004
C: -0.461 -0.562 4.157  0.0002
C: -0.405 -1.160 5.409  0.0001
C: -1.553 -1.247 6.186  0.0000
C: -2.753 -0.736 5.717  0.0001
C: -2.813 -0.141 4.461  0.0000
C: -1.671 -0.058 3.682  0.0001
C: 1.545 1.362 3.436  0.0000
C: 2.788 1.775 2.959  0.0000
C: 3.250 3.051 3.233  0.0000
C: 2.485 3.920 4.001  0.0000
C: 1.263 3.504 4.508  0.0000
C: 0.796 2.226 4.234  0.0000
C: 0.453 -0.709 1.505  0.0045
C: 0.343 -0.171 0.224  0.0091
N: -0.147 -1.182 -0.543  0.0145
N: -0.337 -2.259 0.211  0.0158
N: 0.007 -1.994 1.432  0.0122
P: 0.521 1.393 -0.666  0.0076
Se: 0.250 1.071 -2.785  0.0299
C: 2.125 2.104 -0.337  0.0007
C: 3.233 1.259 -0.408  0.0004
C: 4.504 1.801 -0.323  0.0001
C: 4.665 3.174 -0.182  -0.0001
C: 3.560 4.011 -0.116  0.0001
C: 2.282 3.479 -0.195  0.0000
C: -0.768 2.512 -0.075  0.0013
C: -0.736 2.912 1.258  0.0004
C: -1.719 3.748 1.760  0.0001
C: -2.736 4.197 0.926  0.0003
C: -2.763 3.812 -0.407  0.0001
C: -1.781 2.970 -0.912  0.0017
H: 0.536 -1.566 5.760  0.0000
H: -1.506 -1.717 7.160  0.0000
H: -3.645 -0.802 6.326  0.0000
H: -3.750 0.260 4.096  0.0000
H: -1.720 0.406 2.702  0.0000
H: 3.408 1.079 2.408  0.0000
H: 4.219 3.360 2.866  0.0000
H: 2.856 4.911 4.228  0.0000
H: 0.681 4.166 5.136  0.0000
H: -0.148 1.904 4.654  0.0000
H: 3.105 0.192 -0.555  0.0001
H: 5.367 1.151 -0.380  0.0000
H: 5.661 3.595 -0.127  0.0000
H: 3.691 5.079 -0.005  0.0000
H: 1.420 4.132 -0.148  0.0000
H: 0.067 2.585 1.904  0.0000
H: -1.682 4.055 2.797  0.0000
H: -3.501 4.857 1.314  0.0000
H: -3.543 4.179 -1.061  0.0000
H: -1.797 2.676 -1.953  0.0012
F: 5.325 -5.392 -4.395  0.0016
C: 4.585 -4.439 -3.833  0.0052
C: 5.193 -3.379 -3.172  -0.0011
F: 6.519 -3.331 -3.102  -0.0008
C: 4.439 -2.374 -2.590  0.0044
F: 5.053 -1.371 -1.957  0.0014
C: 3.047 -2.401 -2.649  0.0033
O: 2.269 -1.473 -2.110  0.0786
C: 2.485 -3.481 -3.313  0.0055
F: 1.105 -3.484 -3.351  0.0217
C: 3.204 -4.494 -3.908  -0.0005
F: 2.591 -5.490 -4.539  -0.0006
C: -3.259 -0.303 -1.054  -0.0003
N: -3.887 -1.660 -1.071  0.0016
C: -5.206 -1.623 -1.762  0.0000
C: -2.972 -2.754 -1.617  -0.0007
C: -2.544 -2.518 -3.036  -0.0102
C: -3.319 -3.023 -4.081  -0.0097
C: -2.930 -2.878 -5.406  0.0198
C: -1.750 -2.219 -5.712  -0.0094
C: -0.979 -1.703 -4.676  0.0030
C: -1.350 -1.871 -3.350  -0.1760
H: -3.989 0.406 -0.671  0.0000
H: -2.964 -0.042 -2.067  -0.0003
H: -2.382 -0.335 -0.416  0.0000
H: -4.053 -1.920 -0.098  0.0000
H: -5.042 -1.308 -2.789  -0.0001
H: -5.848 -0.912 -1.250  0.0000
H: -5.648 -2.616 -1.739  0.0000
H: -3.555 -3.670 -1.535  0.0002
H: -2.125 -2.807 -0.934  0.0006
H: -4.227 -3.573 -3.855  -0.0020
H: -3.542 -3.294 -6.195  0.0010
H: -1.429 -2.107 -6.739  -0.0016
H: -0.054 -1.185 -4.937  0.0023



(2)
# C4H6CrO2

A molecular structure, C4H6CrO2 at a distorted geometry (ωB97M-V with the def2-TZVPD basis set, the Open Molecules 2025 dataset).

Summary:
Largest force on an atom, eV/A: 5.84
ΔE to the lowest compared entry with this formula, charge and spin, kcal per mole: 47.68
Charge: +1
Orbital gap (alpha / beta), eV: 5.206 / 8.196
Lowest unoccupied orbital energy (alpha / beta), eV: -5.8 / -5.6
Spin multiplicity: 6

Last column: Löwdin spin population.
Geometry (Å):
H: -0.663 -1.006 -1.285  0.0198
O: -2.620 -0.009 -0.541  -0.0097
C: -1.317 -0.128 -0.523  -0.0100
C: -0.716 -1.128 0.245  0.0715
C: 0.739 -1.533 0.470  0.1034
C: 1.760 -0.699 -0.251  0.5355
O: 1.751 0.624 -0.053  0.1610
Cr: 0.174 1.313 0.650  4.0736
H: -2.924 0.706 0.034  0.0002
H: -1.397 -1.538 1.004  0.0052
H: 0.848 -2.584 0.165  0.0029
H: 0.924 -1.537 1.564  0.0206
H: 2.723 -1.157 -0.512  0.0262



The highest ΔE to the lowest compared entry with this formula, charge and spin belongs to which entry? C4H6CrO2



Repeat the second record exactly.
# C4H6CrO2

A molecular structure, C4H6CrO2 at a distorted geometry (ωB97M-V with the def2-TZVPD basis set, the Open Molecules 2025 dataset).

Summary:
Largest force on an atom, eV/A: 5.84
ΔE to the lowest compared entry with this formula, charge and spin, kcal per mole: 47.68
Charge: +1
Orbital gap (alpha / beta), eV: 5.206 / 8.196
Lowest unoccupied orbital energy (alpha / beta), eV: -5.8 / -5.6
Spin multiplicity: 6

Last column: Löwdin spin population.
Geometry (Å):
H: -0.663 -1.006 -1.285  0.0198
O: -2.620 -0.009 -0.541  -0.0097
C: -1.317 -0.128 -0.523  -0.0100
C: -0.716 -1.128 0.245  0.0715
C: 0.739 -1.533 0.470  0.1034
C: 1.760 -0.699 -0.251  0.5355
O: 1.751 0.624 -0.053  0.1610
Cr: 0.174 1.313 0.650  4.0736
H: -2.924 0.706 0.034  0.0002
H: -1.397 -1.538 1.004  0.0052
H: 0.848 -2.584 0.165  0.0029
H: 0.924 -1.537 1.564  0.0206
H: 2.723 -1.157 -0.512  0.0262



What is the formula in the second record? C4H6CrO2



Copy entry 2 word for word.
# C4H6CrO2

A molecular structure, C4H6CrO2 at a distorted geometry (ωB97M-V with the def2-TZVPD basis set, the Open Molecules 2025 dataset).

Summary:
Largest force on an atom, eV/A: 5.84
ΔE to the lowest compared entry with this formula, charge and spin, kcal per mole: 47.68
Charge: +1
Orbital gap (alpha / beta), eV: 5.206 / 8.196
Lowest unoccupied orbital energy (alpha / beta), eV: -5.8 / -5.6
Spin multiplicity: 6

Last column: Löwdin spin population.
Geometry (Å):
H: -0.663 -1.006 -1.285  0.0198
O: -2.620 -0.009 -0.541  -0.0097
C: -1.317 -0.128 -0.523  -0.0100
C: -0.716 -1.128 0.245  0.0715
C: 0.739 -1.533 0.470  0.1034
C: 1.760 -0.699 -0.251  0.5355
O: 1.751 0.624 -0.053  0.1610
Cr: 0.174 1.313 0.650  4.0736
H: -2.924 0.706 0.034  0.0002
H: -1.397 -1.538 1.004  0.0052
H: 0.848 -2.584 0.165  0.0029
H: 0.924 -1.537 1.564  0.0206
H: 2.723 -1.157 -0.512  0.0262